1.
85
Properties=species:S:1:pos:R:3:forces:R:3 method="wB97M-V/def2-TZVPD" energy_ha=-8882.2060 largest_force_ev_per_a=0.8 s2=1.214 homo_lumo_gap_ev="7.11 / 7.25" e_homo_ev="-6.968 / -6.963" multiplicity=2 de_lowest_kcal_mol=19.5
Co -0.900493 1.135263 0.502770 -0.46 0.67 -0.19
O -4.026472 4.055278 4.015983 0.05 0.00 0.04
C -2.688105 3.864285 4.267698 -0.13 -0.01 0.03
C -2.115337 4.214185 5.483467 0.02 0.03 0.04
C -0.767533 3.972256 5.703973 0.01 -0.05 -0.03
C 0.004883 3.378211 4.713810 -0.07 0.03 -0.01
C -0.580584 3.045080 3.499711 -0.01 0.02 0.01
C -1.928643 3.286034 3.258846 0.17 -0.02 -0.08
C -2.557732 2.911337 1.918597 0.16 -0.27 0.14
O -1.635477 2.848244 0.916209 -0.15 -0.04 -0.13
N -3.217483 1.592515 2.074469 -0.06 0.26 -0.25
N -2.873738 0.619729 1.210071 0.42 -0.37 0.01
C -3.314129 -0.556258 1.446902 -0.20 -0.21 0.01
C -3.213441 -1.734294 0.585850 0.08 0.43 -0.10
Br -3.032564 -1.455556 -1.276611 0.06 0.15 0.05
C -3.401518 -2.947119 1.092748 0.05 -0.42 0.18
C -3.375128 -4.262350 0.422508 0.04 0.16 0.07
C -2.393461 -4.602299 -0.506823 0.00 -0.08 -0.07
C -2.384878 -5.863135 -1.087837 -0.02 0.05 0.04
C -3.351129 -6.800918 -0.745274 0.02 0.03 0.00
C -4.324217 -6.473993 0.190345 0.02 0.04 -0.02
C -4.327845 -5.216306 0.774458 -0.07 -0.07 0.02
H -4.430365 4.487550 4.775104 0.00 0.00 -0.01
H -2.725816 4.673028 6.255474 0.02 -0.02 -0.02
H -0.327057 4.240383 6.656541 0.00 0.00 -0.03
H 1.055168 3.176175 4.884876 -0.05 0.00 -0.01
H 0.008575 2.584263 2.715367 -0.01 0.02 0.04
H -3.347155 3.631973 1.693820 -0.04 0.13 -0.10
H -3.535068 1.308421 2.989860 0.03 -0.03 0.06
H -3.854153 -0.729125 2.379833 -0.11 -0.02 -0.06
H -3.588593 -2.970850 2.165462 -0.02 -0.04 -0.06
H -1.631735 -3.880884 -0.770485 0.01 -0.02 0.01
H -1.616364 -6.110777 -1.810642 -0.03 0.00 0.03
H -3.340597 -7.785299 -1.198632 0.00 0.05 0.02
H -5.079607 -7.198729 0.466851 0.02 0.01 0.00
H -5.087121 -4.962497 1.506168 0.03 -0.02 -0.01
S -0.023890 -0.538678 1.725445 0.25 -0.27 0.02
C 1.445724 -1.124123 0.954600 -0.07 -0.06 0.06
C 2.389233 -1.780927 1.760018 0.03 -0.03 -0.03
C 3.538562 -2.329926 1.222263 -0.02 0.02 0.03
C 3.789384 -2.242644 -0.144571 -0.02 0.01 0.01
C 2.866848 -1.600387 -0.951953 -0.08 -0.01 0.06
C 1.702948 -1.036985 -0.420574 0.10 0.06 -0.02
As 0.396210 -0.164317 -1.558576 0.06 -0.08 -0.10
C 0.137435 -1.582409 -2.889986 -0.07 0.03 -0.06
C -0.480831 -1.274450 -4.101250 0.02 -0.09 0.00
C -0.734130 -2.262387 -5.042386 0.00 -0.02 0.05
C -0.382866 -3.580761 -4.779239 0.00 0.03 0.02
C 0.209911 -3.899622 -3.566599 -0.03 0.04 0.01
C 0.462137 -2.908315 -2.623603 -0.07 -0.05 -0.06
C 1.502308 1.077895 -2.614442 -0.07 0.09 0.06
C 2.868152 1.279961 -2.426938 0.00 0.00 -0.07
C 3.546726 2.248499 -3.158623 -0.05 -0.02 -0.03
C 2.872559 3.036517 -4.082791 0.03 -0.04 0.05
C 1.506949 2.863041 -4.256565 0.00 -0.04 0.05
C 0.829328 1.901818 -3.517538 0.07 0.00 -0.01
H 2.194074 -1.855434 2.822968 0.01 0.01 -0.02
H 4.248191 -2.829555 1.872716 -0.03 0.01 -0.02
H 4.685286 -2.675015 -0.572267 -0.02 0.00 0.00
H 3.039292 -1.555135 -2.021092 -0.01 0.01 -0.02
H -0.774541 -0.256885 -4.321727 0.01 0.05 -0.01
H -1.212061 -2.003349 -5.979312 0.02 0.00 0.01
H -0.576040 -4.353500 -5.513398 0.00 0.02 0.02
H 0.481815 -4.925215 -3.348681 0.00 0.00 0.01
H 0.912878 -3.178253 -1.678257 0.04 0.00 0.02
H 3.410791 0.690900 -1.699612 -0.03 0.00 -0.02
H 4.609522 2.388672 -3.001197 0.00 0.00 0.00
H 3.405391 3.788267 -4.653466 -0.02 -0.03 0.03
H 0.963247 3.487107 -4.954883 0.00 -0.01 0.00
H -0.245066 1.819975 -3.628877 -0.03 -0.01 0.00
C 4.794348 1.218437 1.050390 0.03 0.03 0.00
C 4.265542 2.645998 1.184253 -0.06 -0.10 -0.06
C 2.878945 2.775992 0.623678 0.03 0.01 -0.05
N 1.973145 1.878557 0.739518 -0.36 0.14 -0.25
N 0.781200 2.225499 0.128525 0.52 0.10 0.56
C 0.811946 3.422329 -0.413666 0.08 -0.34 -0.11
N -0.220176 3.981794 -1.091358 -0.17 0.04 0.10
S 2.345658 4.178536 -0.256570 0.15 0.14 0.03
H 5.763386 1.123333 1.543749 -0.04 0.01 -0.03
H 4.916503 0.945142 -0.000588 -0.01 0.02 0.09
H 4.099878 0.509061 1.498405 0.01 0.00 -0.01
H 4.924572 3.353437 0.678128 0.00 0.01 -0.01
H 4.237554 2.942499 2.235334 0.00 0.01 0.02
H -1.115585 3.732484 -0.670377 -0.07 -0.10 0.11
H -0.137484 4.968702 -1.270493 0.09 0.02 -0.07



2.
81
Properties=species:S:1:pos:R:3:forces:R:3 method="wB97M-V/def2-TZVPD" energy_ha=-2396.7581 largest_force_ev_per_a=6.4 homo_lumo_gap_ev=4.55 e_homo_ev=-6.430 de_lowest_kcal_mol=71.6
C 1.637548 -2.129197 3.248688 -0.26 0.06 0.42
C 2.576456 -1.521008 2.211880 0.15 0.49 -0.12
C 3.964241 -1.426057 2.832934 0.22 0.04 0.31
C 2.763030 -2.442869 1.036317 -0.02 -0.85 -0.09
C 2.021124 -0.137868 1.837954 0.22 0.06 -0.41
N 2.669495 0.936848 2.352973 -0.09 -0.23 -0.33
C 1.896364 2.077802 2.295199 -1.07 0.21 0.42
C 0.634676 1.700627 1.797990 0.37 0.14 0.22
C -0.414588 2.604172 1.924921 -0.15 0.49 -0.21
C -0.150165 3.890803 2.413559 -0.13 -0.37 -0.14
C 1.131295 4.258147 2.850648 -0.20 -0.25 -0.07
C 2.163071 3.317630 2.849033 -0.12 0.32 -0.21
C 0.740868 0.312792 1.317831 -0.41 -0.15 -0.44
C -0.302438 -0.316104 0.516791 0.78 -2.32 5.87
C -1.606567 -0.245289 1.308748 -1.21 0.89 -0.44
C -1.702733 -0.123851 2.732517 0.43 -0.17 -0.14
C -2.885868 -0.330721 3.438119 -0.19 -0.10 -0.67
C -4.064489 -0.605540 2.736636 -0.38 0.18 -0.47
C -5.363246 -0.861677 3.449553 -0.41 0.04 0.28
C -4.050212 -0.570879 1.331453 0.30 -0.10 0.03
C -2.846880 -0.442061 0.650272 0.52 0.16 -0.09
H 0.621901 -2.260972 2.877117 0.25 0.09 0.18
H 2.020341 -3.117866 3.520844 -0.04 0.13 0.12
H 1.579754 -1.486094 4.134211 0.13 -0.19 0.04
H 4.679829 -0.986002 2.129426 0.01 0.02 0.18
H 3.968431 -0.903319 3.794276 0.14 0.08 -0.06
H 4.279979 -2.461031 3.015084 0.07 0.39 0.11
H 3.176018 -1.906910 0.178957 -0.06 -0.33 0.04
H 3.404030 -3.279550 1.324460 0.34 0.23 0.02
H 1.835521 -2.924527 0.771447 0.47 0.13 -0.09
H 3.570186 0.960186 2.811248 -0.21 -0.54 -0.08
H -1.426639 2.299824 1.639334 0.42 0.31 0.15
H -0.968808 4.615741 2.441572 0.34 -0.23 0.10
H 1.286194 5.270874 3.219309 0.09 -0.29 -0.03
H 3.140874 3.523378 3.266712 -0.01 0.17 -0.02
H 0.020292 -2.630596 1.399080 -0.19 0.50 -0.56
H -0.835564 0.088462 3.353959 0.13 -0.09 -0.41
H -2.921589 -0.273374 4.534863 0.21 -0.08 -0.55
H -6.051206 -1.507146 2.873670 0.42 0.31 0.17
H -5.201207 -1.334220 4.428241 -0.01 0.14 -0.26
H -5.884164 0.094285 3.630720 0.11 -0.31 -0.03
H -4.977308 -0.677487 0.748091 0.44 -0.09 0.45
H -2.824240 -0.485879 -0.438094 -0.12 -0.12 0.21
C 0.532906 0.134492 -6.867005 0.34 -0.20 -0.13
C -0.042085 0.362802 -5.520273 -1.05 -0.40 0.87
C -1.376692 0.541677 -5.180602 1.01 0.00 -0.28
C -1.553336 0.873726 -3.814221 0.73 0.07 0.28
C -0.351641 0.950543 -3.107792 -0.76 -2.85 -1.75
B -0.121798 -2.112102 0.316213 -0.65 0.95 -4.65
C -0.074838 1.439524 -1.823733 0.46 0.34 1.42
C 1.271082 1.664823 -1.410787 -0.05 0.80 -0.01
C 1.576324 2.974941 -1.077251 -0.12 -0.12 0.24
C 0.533945 3.915812 -0.989479 -0.16 0.65 -0.34
C 0.811038 5.394795 -1.135316 0.03 0.14 0.23
F -0.286608 6.052187 -1.625473 0.92 -0.35 0.39
F 1.145525 6.029129 0.039056 -0.21 -0.40 -0.89
F 1.845915 5.617760 -2.001180 -0.75 -0.01 0.67
C -0.785494 3.477034 -0.856191 0.47 -0.02 0.35
C -1.075368 2.138739 -1.112700 0.00 0.51 -0.05
O -1.333887 -2.678061 -0.433999 0.45 1.58 0.78
C -0.934959 -3.128196 -1.628103 2.34 -1.46 -0.57
C 0.517325 -3.071953 -1.751828 -2.29 -1.31 0.32
C 1.216005 -4.131315 -2.371458 -0.16 0.49 0.32
C 0.448537 -5.239911 -2.745773 -0.51 -0.27 -0.28
C -0.964635 -5.177348 -2.796441 0.65 -0.32 -0.35
C -1.665728 -4.033947 -2.412971 -0.20 0.15 0.49
O 0.991508 -2.273864 -0.786576 -0.67 0.62 0.92
S 0.954853 0.338213 -4.114502 -0.51 1.07 -0.19
H -0.217453 0.305263 -7.646497 0.16 -0.15 0.17
H 1.374883 0.819877 -7.033190 -0.19 -0.19 -0.08
H 0.916995 -0.892817 -6.920595 -0.07 0.20 -0.28
H -2.146420 0.452383 -5.944246 0.00 0.24 0.34
H -2.509391 1.065678 -3.346234 0.02 0.22 -0.12
H 2.005433 0.850223 -1.392623 -0.17 0.48 -0.66
H 2.605424 3.309197 -0.943514 -0.21 -0.21 0.00
H -1.561027 4.196406 -0.587781 0.14 -0.34 0.01
H -2.033276 1.668660 -0.876010 0.00 0.51 -0.79
H 2.325050 -4.167936 -2.411921 -0.91 0.08 0.28
H 0.959831 -6.196627 -2.920299 -0.29 0.53 -0.28
H -1.546268 -6.085286 -3.009892 0.36 0.52 -0.39
H -2.755257 -3.947989 -2.547337 0.53 -0.31 0.58



3.
93
Properties=species:S:1:pos:R:3:forces:R:3 method="wB97M-V/def2-TZVPD" energy_ha=-33082.0204 largest_force_ev_per_a=5.1 homo_lumo_gap_ev=8.43 e_homo_ev=-9.040
C 4.589741 4.428616 -3.944980 -0.41 -0.32 0.11
C 4.970571 3.160946 -4.720710 -0.70 1.97 0.07
C 5.656201 3.279986 -6.103110 -0.49 0.27 2.21
O 6.437081 2.098996 -6.029840 0.95 -0.77 0.64
C 6.604091 1.685496 -4.680840 1.44 -3.59 -1.12
O 7.202131 0.652766 -4.360580 -1.50 3.56 -1.13
O 5.916741 2.472646 -3.882390 -0.31 0.09 -0.48
H 5.230861 5.300886 -4.072320 0.17 -0.21 -0.35
H 4.635721 4.176056 -2.885640 -0.04 -0.04 0.02
H 3.554881 4.718486 -4.126980 0.06 0.06 -0.23
H 4.089061 2.548076 -4.908970 -0.01 -0.35 0.60
H 6.224141 4.209416 -6.144310 0.54 -0.21 -0.20
H 4.906271 3.294426 -6.893990 0.29 -0.49 -0.12
F -3.076709 8.041856 -0.389220 -0.17 0.37 1.26
C -3.488069 8.335516 0.906700 0.71 -0.94 -0.69
C -2.782089 7.727156 1.977480 -0.65 0.95 -0.91
C -3.199919 7.924486 3.290710 0.49 0.22 -1.66
C -4.282169 8.768276 3.501580 -1.37 0.11 -0.46
C -5.028439 9.318696 2.423420 2.13 -0.57 -0.25
C -4.593849 9.137246 1.061620 -0.98 0.07 2.79
H -1.859599 7.197986 1.789360 -0.16 -0.24 -0.28
H -2.557969 7.411416 3.991460 -0.48 0.33 0.74
H -4.653279 8.951136 4.499200 0.07 0.04 0.13
H -5.862609 9.964066 2.655920 -0.11 -0.06 -0.13
H -5.222839 9.613816 0.324290 0.50 -0.28 -0.54
F -9.913689 -6.663484 -3.718470 0.13 -0.46 0.03
C -8.729339 -6.643314 -3.075800 1.24 -1.61 0.60
C -7.995689 -7.880464 -2.798310 -2.00 2.98 -0.30
C -6.832379 -7.766574 -2.062050 0.05 0.94 -0.14
C -6.358259 -6.490044 -1.641740 -0.94 0.30 -1.06
C -7.077439 -5.315134 -2.011010 1.11 -1.53 1.49
C -8.278939 -5.404714 -2.658540 -0.68 -0.58 -0.61
H -8.468839 -8.819974 -3.042960 0.22 -0.07 -0.21
H -6.347809 -8.716604 -1.891640 0.49 0.23 0.50
H -5.458589 -6.360954 -1.058370 0.07 -0.26 -0.02
H -6.778929 -4.348664 -1.632540 0.31 0.01 -0.05
H -8.905489 -4.536654 -2.801030 0.00 0.04 -0.23
F -0.752679 -0.486194 0.383570 0.18 -0.75 -0.26
C 0.556091 -0.229514 0.593430 -1.10 0.03 0.62
C 1.573701 -1.057324 0.300370 0.33 -1.57 -1.11
C 2.883691 -0.629494 0.413060 0.99 0.82 0.36
C 3.202451 0.626896 0.938590 -2.44 0.79 0.34
C 2.066361 1.406616 1.382110 2.24 -0.40 -0.56
C 0.804881 0.945546 1.213960 -1.01 1.40 0.17
H 1.415251 -2.038474 -0.122300 -0.25 -0.05 -0.07
H 3.623171 -1.315604 0.027290 0.33 0.14 0.15
H 4.161081 1.123116 0.972970 0.26 -0.56 -0.03
H 2.146481 2.415616 1.758820 0.50 0.00 0.18
H -0.054589 1.556106 1.448340 -0.02 0.15 0.20
F 0.167011 -4.751824 8.397560 0.85 -3.38 0.05
C -0.087269 -3.503394 8.355700 1.15 3.13 -3.84
C 0.396081 -2.712914 7.250330 -1.20 -0.50 1.94
C 0.034151 -1.365924 7.246580 1.16 -0.02 -1.41
C -0.770499 -0.769644 8.177990 -1.02 -1.74 2.41
C -1.250819 -1.626764 9.209220 -0.05 1.47 -1.69
C -0.933979 -2.976644 9.230890 -1.95 1.36 2.43
H 0.870131 -3.190814 6.405750 0.38 0.10 0.16
H 0.436351 -0.760154 6.448030 -0.09 0.05 -0.30
H -1.159849 0.237596 8.194420 0.47 0.16 -0.43
H -2.000469 -1.174924 9.841870 0.04 -0.39 0.49
H -1.457269 -3.598964 9.941740 0.26 -0.24 0.18
F 1.933801 -4.497284 -5.019140 1.19 -1.22 1.14
C 1.057941 -3.587634 -5.397940 1.97 -0.17 -3.13
C 1.480321 -2.835054 -6.482450 -2.15 2.22 0.47
C 0.501851 -1.872034 -6.946730 0.92 -0.89 0.62
C -0.807089 -1.871164 -6.452730 1.09 -1.00 1.03
C -1.105289 -2.764584 -5.400160 -0.91 0.58 -0.33
C -0.182179 -3.672074 -4.928310 -1.29 0.21 0.91
H 2.514831 -2.965014 -6.764060 -0.07 0.42 -0.42
H 0.727331 -1.031114 -7.585810 0.45 -0.39 -0.57
H -1.512519 -1.169444 -6.872690 -0.15 0.01 0.32
H -2.052869 -2.733064 -4.882940 -0.36 -0.03 -0.36
H -0.310959 -4.476134 -4.218870 -0.69 0.27 0.34
C 10.663541 -4.747474 1.397030 0.23 -0.23 -0.16
Br 10.705571 -2.796104 1.900900 -0.04 -1.88 -0.29
Br 9.136191 -5.271114 0.357450 -0.73 0.26 0.30
Br 10.980661 -6.067644 2.861820 -0.16 1.23 -0.78
H 11.373061 -4.967484 0.599370 0.71 0.62 0.93
C 6.323331 8.569496 3.846710 0.23 -0.06 -0.01
Br 6.892991 6.685146 3.718950 -0.45 0.86 0.12
Br 5.716751 9.073656 5.637400 0.20 -0.34 -0.69
Br 5.028961 9.068796 2.480290 0.31 -0.30 0.43
H 7.219191 9.153756 3.636510 -0.29 -0.17 0.15
C -7.764209 3.967016 -1.486400 0.64 -1.39 0.59
Br -9.476959 3.393896 -2.301900 1.37 0.64 0.40
Br -6.267869 2.614976 -1.867440 -1.30 0.97 0.21
Br -7.958869 4.143376 0.466060 0.03 -0.04 -0.95
H -7.312619 4.895306 -1.836330 -0.73 -0.18 -0.25
C 0.777491 -9.185834 1.551430 0.67 -0.03 1.69
Br -0.494599 -8.420604 2.963780 0.84 -1.01 -1.53
Br 1.366521 -11.088984 2.046130 -0.73 1.86 -0.55
Br 2.316801 -7.975254 1.553380 -0.41 -0.60 -0.14
H 0.394901 -9.165094 0.530990 -0.37 -0.22 0.53